Here is a gas-phase ion, C4H10N2 (charge -1) in a non-equilibrium geometry from the Open Molecules 2025 dataset. Energies are from wB97M-V/def2-TZVPD.

Each line ends with the Mulliken charge.
Cartesian coordinates (Å):
C 1.398208 0.003571 1.732175  -2.019
C 1.926011 -0.089052 0.353900  0.029
C 0.894017 0.161831 -0.677871  -2.403
N -0.395111 -0.127558 -0.154567  0.881
C -1.558343 -0.281453 -0.918461  -0.864
N -2.643645 0.383376 -0.654252  -0.619
H 0.696939 -0.822873 1.934094  0.416
H 0.972582 1.021449 1.860958  0.277
H 2.211921 -0.158970 2.479641  0.645
H 2.735780 0.673415 0.235035  0.496
H 2.410248 -1.058887 0.330774  0.405
H 1.039385 -0.479413 -1.468854  0.239
H 0.691118 1.138965 -1.139971  0.789
H -0.561515 0.339365 0.739083  0.314
H -1.421321 -1.040498 -1.811146  0.281
H -3.463201 -0.172655 -0.436341  0.132

Cartesian forces (eV/Å) of the 2 atoms listed first:
0.2 0.3 2.0
2.1 1.0 0.2

Summary:
spin multiplicity = 2
total charge = -1
gap between HOMO and LUMO (spin up / spin down) = 3.02 / 8.06 eV
HOMO level (spin up / spin down) = 0.047 / -0.142 Eh


Here is a gas-phase ion, C4H10N2 (charge -1) in a non-equilibrium geometry from the Open Molecules 2025 dataset. Energies are from wB97M-V/def2-TZVPD.

Each line ends with the Mulliken charge.
Cartesian coordinates (Å):
C -1.171454 -0.206454 -2.161786  -2.365
C 0.185706 -0.118464 -1.441283  -1.946
C 0.304630 0.136030 0.040818  -0.970
C 0.546953 -0.862370 0.915169  0.062
N 0.501551 -0.587169 2.293249  -0.498
N -0.147550 1.421882 0.540356  -1.601
H -0.865704 -0.387849 -3.208792  0.889
H -1.643602 0.777586 -2.183639  0.780
H -1.877133 -0.951899 -1.801442  0.541
H 0.773183 0.633813 -1.983113  0.480
H 0.708374 -1.077339 -1.632870  0.564
H 0.644545 -1.896755 0.626921  0.603
H 1.341712 -0.802362 2.805134  0.375
H 0.189077 0.346763 2.513736  0.269
H 0.310978 2.161042 0.007053  1.091
H -1.144350 1.388902 0.302366  0.725

Cartesian forces (eV/Å) of the 2 atoms listed first:
0.7 0.8 -0.3
0.6 -1.0 0.1

Summary:
spin multiplicity = 2
total charge = -1
gap between HOMO and LUMO (spin up / spin down) = 3.07 / 8.69 eV
HOMO level (spin up / spin down) = 0.052 / -0.158 Eh


Here is a single C4H10N2 molecule in a non-equilibrium geometry from the Open Molecules 2025 dataset. Energies are from wB97M-V/def2-TZVPD.

Each line ends with the Mulliken charge.
Cartesian coordinates (Å):
C 1.197125 0.050998 2.065988  -1.161
C 1.805055 0.241108 0.758371  -0.270
C 0.846721 0.058631 -0.433658  -0.634
N -0.554232 -0.042079 -0.099925  -0.321
C -1.442677 0.267366 -1.182350  0.127
N -2.316345 -0.599971 -1.429642  -0.635
H 0.299191 0.773006 2.261197  0.255
H 1.047740 -1.029491 2.315344  0.283
H 1.656262 0.414117 3.017379  0.393
H 2.811943 -0.327547 0.567460  0.288
H 2.271795 1.252031 0.772172  0.246
H 1.175467 0.815478 -1.152270  0.394
H 1.123383 -0.927373 -0.842461  0.220
H -0.611981 -0.937714 0.371425  0.300
H -1.089595 1.248273 -1.691539  0.287
H -3.027513 -0.495055 -2.161843  0.229

Cartesian forces (eV/Å) of the 2 atoms listed first:
-1.9 0.3 3.9
3.3 1.3 -0.9

Summary:
total charge = 0
gap between HOMO and LUMO = 9.95 eV
HOMO level = -0.326 Eh


Here is 2 unconnected molecules or ions with the total composition C4H10N2 in a non-equilibrium geometry from the Open Molecules 2025 dataset. Energies are from wB97M-V/def2-TZVPD.

Each line ends with the Mulliken charge.
Cartesian coordinates (Å):
C 2.007311 -0.285496 1.077510  -0.661
C 3.025687 0.578364 -0.802358  -0.265
N 1.935841 0.398156 -0.179221  -0.273
H 1.082090 -0.804252 1.310767  0.138
H 2.877192 -0.914714 1.268761  0.319
H 2.076465 0.487102 1.864642  0.284
H 3.043225 1.147354 -1.713595  0.261
H 3.901789 -0.009587 -0.534995  0.194
C -2.421472 -0.536922 0.593744  -0.821
C -2.485957 0.575613 -1.396471  -0.367
N -1.821180 0.489627 -0.313720  -0.292
H -1.802280 -0.787025 1.457706  0.263
H -3.231209 0.000016 1.103487  0.337
H -2.746660 -1.396149 0.016476  0.320
H -1.970867 0.947154 -2.274427  0.268
H -3.469981 0.110754 -1.478306  0.295

Cartesian forces (eV/Å) of the 2 atoms listed first:
-0.2 0.5 1.2
-0.9 -1.3 0.3

Summary:
total charge = 0
gap between HOMO and LUMO = 10.47 eV
HOMO level = -0.342 Eh


Here is 2 unconnected molecules or ions with the total composition C4H10N2 from the Open Molecules 2025 dataset. Energies are from wB97M-V/def2-TZVPD.

Each line ends with the Mulliken charge.
Cartesian coordinates (Å):
C -0.331872 -2.626432 2.080358  -0.904
C -1.176909 -1.630483 1.837147  0.204
N -2.200596 -1.229588 2.663319  -0.416
H -0.392009 -3.187841 3.006508  0.197
H 0.565932 -2.859776 1.523326  0.251
H -1.129193 -1.071108 0.913860  0.287
H -2.430969 -1.730219 3.504956  0.181
H -2.903082 -0.619669 2.281344  0.196
C 2.114997 2.298483 -1.557580  -0.792
C 1.514474 1.550740 -2.472698  0.125
N 0.128120 1.418120 -2.651752  -0.503
H 1.499180 2.890559 -0.886193  0.186
H 3.184125 2.281993 -1.383012  0.241
H 2.089651 0.951514 -3.164016  0.306
H -0.402666 2.048624 -2.067892  0.214
H -0.129181 1.515076 -3.627669  0.224

Cartesian forces (eV/Å) of the 2 atoms listed first:
0.6 -0.3 0.6
-0.1 -0.3 -0.1

Summary:
total charge = 0
gap between HOMO and LUMO = 9.00 eV
HOMO level = -0.294 Eh


Here is 2 unconnected molecules or ions with the total composition C4H10N2 in a non-equilibrium geometry from the Open Molecules 2025 dataset. Energies are from wB97M-V/def2-TZVPD.

Each line ends with the Mulliken charge.
Cartesian coordinates (Å):
C -1.877955 -1.044283 -0.445127  -0.972
C -1.116940 0.210080 -0.145251  0.575
N -1.624462 1.315240 0.214048  -0.741
H -1.007515 2.114797 0.309005  0.241
H 0.006394 0.187806 -0.868116  0.104
H -2.463605 -0.896387 -1.353424  0.312
H -1.206089 -1.890297 -0.585307  0.206
H -2.565217 -1.252589 0.375839  0.302
C 1.831800 1.057353 0.428713  -0.993
C 1.088287 -0.210034 0.097981  0.585
N 1.694807 -1.312909 -0.157463  -0.770
H 1.120300 -2.145258 -0.244114  0.232
H 0.043814 -0.234523 0.831317  0.104
H 2.281640 0.962346 1.417307  0.278
H 2.625257 1.215725 -0.302060  0.324
H 1.169485 1.922936 0.426651  0.213

Cartesian forces (eV/Å) of the 2 atoms listed first:
0.1 -0.1 0.6
0.8 2.0 -4.1

Summary:
total charge = 0
gap between HOMO and LUMO = 8.80 eV
HOMO level = -0.300 Eh


Here is a single C4H10N2 molecule in a non-equilibrium geometry from the Open Molecules 2025 dataset. Energies are from wB97M-V/def2-TZVPD.

Each line ends with the Mulliken charge.
Cartesian coordinates (Å):
C 1.952332 -1.986187 0.630738  -1.090
C 0.909929 -1.012429 1.171759  -0.380
C 0.384286 0.071506 0.208020  -0.474
N -1.049458 1.540963 -1.716606  -0.364
C -1.528021 1.143180 -0.485155  0.061
N -1.054774 0.428361 0.455817  -0.503
H 1.604463 -2.253294 -0.374086  0.326
H 2.994307 -1.671823 0.632684  0.296
H 1.796406 -2.923947 1.156568  0.323
H -0.008618 -1.556951 1.490085  0.286
H 1.249760 -0.478408 2.074080  0.301
H 0.585674 -0.270900 -0.815196  0.243
H 1.118427 0.887966 0.345140  0.277
H -1.632852 2.256054 -2.107249  0.221
H -0.114496 1.334979 -2.027900  0.207
H -2.628147 1.194095 -0.549772  0.270

Cartesian forces (eV/Å) of the 2 atoms listed first:
-1.3 -0.3 -0.4
-1.3 0.5 0.8

Summary:
total charge = 0
gap between HOMO and LUMO = 10.18 eV
HOMO level = -0.338 Eh


Here is 2 unconnected molecules or ions with the total composition C4H10N2 from the Open Molecules 2025 dataset. Energies are from wB97M-V/def2-TZVPD.

Each line ends with the Mulliken charge.
Cartesian coordinates (Å):
C -0.293842 -1.747767 2.677992  -0.868
C -0.869339 -0.560171 2.851196  0.133
N -1.062889 0.388737 1.866028  -0.388
H 0.144139 -2.086028 1.748781  0.248
H -0.259347 -2.442890 3.498542  0.239
H -1.293469 -0.289781 3.816882  0.291
H -0.833505 0.209148 0.906749  0.147
H -1.022179 1.373213 2.048562  0.198
C -0.273235 1.085950 -1.757264  -0.856
C 0.918350 0.891697 -2.298295  0.016
N 1.307733 -0.236403 -3.076925  -0.554
H -1.086520 0.415932 -2.012379  0.302
H -0.461248 1.968195 -1.177675  0.334
H 1.694615 1.647763 -2.165507  0.294
H 1.130994 -0.138342 -4.064907  0.222
H 2.259742 -0.479253 -2.861781  0.243

Cartesian forces (eV/Å) of the 2 atoms listed first:
0.0 -0.2 0.2
0.2 0.1 -0.2

Summary:
total charge = 0
gap between HOMO and LUMO = 9.08 eV
HOMO level = -0.296 Eh


Here is 2 unconnected molecules or ions with the total composition C4H10N2 in a non-equilibrium geometry from the Open Molecules 2025 dataset. Energies are from wB97M-V/def2-TZVPD.

Each line ends with the Mulliken charge.
Cartesian coordinates (Å):
C 1.757898 0.834144 -0.758986  -0.638
C 3.920382 -0.033078 -0.872399  -0.239
N 3.184886 0.901490 -0.462746  -0.408
H 1.348758 0.518387 0.196364  0.213
H 1.393932 1.789559 -1.124523  0.279
H 1.437400 0.144214 -1.553208  0.303
H 4.955610 -0.009657 -0.530945  0.253
H 3.631875 -0.818410 -1.572949  0.236
C -2.116576 -0.566149 1.644483  -0.562
C -3.551372 -0.105376 -0.078476  -0.162
N -3.319098 0.057247 1.140113  -0.368
H -1.463856 -0.850825 0.803216  0.161
H -1.558812 -0.031014 2.409107  0.256
H -2.364868 -1.521165 2.108127  0.251
H -4.470338 0.185324 -0.576549  0.260
H -2.785822 -0.494697 -0.770633  0.165

Cartesian forces (eV/Å) of the 2 atoms listed first:
0.4 -0.1 -0.4
0.6 0.5 0.1

Summary:
total charge = 0
gap between HOMO and LUMO = 10.73 eV
HOMO level = -0.359 Eh


Here is a single C4H10N2 molecule in a non-equilibrium geometry from the Open Molecules 2025 dataset. Energies are from wB97M-V/def2-TZVPD.

Each line ends with the Mulliken charge.
Cartesian coordinates (Å):
C -1.216269 -0.490589 0.320234  -0.593
C 0.003603 0.029103 -0.412398  -0.109
C 0.701382 1.305677 0.070042  -0.663
C 1.352853 -0.038522 0.260370  -0.057
H -3.140310 -0.708746 -0.188607  0.258
H -2.982355 0.731415 -0.015068  0.213
H -1.183037 -0.463472 1.416672  0.277
H -1.492362 -1.527137 0.091767  0.298
H -0.205914 0.060132 -1.532983  0.367
H 0.336199 1.532473 1.064532  0.234
H 0.862931 2.130060 -0.636844  0.309
H 1.121314 -0.334647 1.280177  0.243
H 3.111734 -1.164356 0.229545  0.260
H 2.475035 -0.708776 -1.214405  0.267
N -2.411976 0.039676 -0.426046  -0.660
N 2.667173 -0.392290 -0.306983  -0.644

Cartesian forces (eV/Å) of the 2 atoms listed first:
-1.1 -0.4 -1.6
-0.2 0.2 -1.1

Summary:
total charge = 0
gap between HOMO and LUMO = 9.85 eV
HOMO level = -0.324 Eh


Per-record energy above the lowest of the compared OMol25 structures with the same formula, charge and spin, kcal/mol: 33.3; 4.6; 46.5; 66.2; 39.2; 113.2; 26.0; 44.0; 57.2; 62.1
Per-record calculated total energy, eV: -7287.0172; -7288.2620; -7288.6036; -7287.7494; -7288.9210; -7285.7126; -7289.4939; -7288.7101; -7288.1378; -7287.9251